(1)
ORCA calculation (ωB97M-V/def2-TZVPD) on the ion C2H3N2O2 with charge +1.

```
9
Properties=species:S:1:pos:R:3:forces:R:3:nbo_charge:R:1
C -2.76585 0.21551 0.26782 -1.450 0.344 0.253 0.354
C 1.33944 -1.05615 0.54242 1.580 -1.116 -1.052 0.485
N -1.79245 -0.26923 -0.04586 0.680 1.233 -0.537 -0.101
N 0.46023 -1.54684 -0.42725 -1.894 0.726 -0.434 -0.200
O 2.38968 -0.83182 -0.00849 0.117 0.530 1.749 -0.432
O -0.85338 -1.54048 -0.14017 3.194 -2.616 -1.225 -0.071
H -3.74236 0.63600 0.52272 0.612 -0.100 -0.089 0.305
H 1.03516 -1.22162 1.58126 0.291 0.770 0.150 0.196
H 1.17568 -1.54459 -1.33755 -3.129 0.229 1.185 0.465
```
Forces are in eV/Å.

The HOMO energy (alpha / beta) comes out at -16.0 / -16.0 eV. As for the spin multiplicity: 1. The lowest unoccupied orbital energy (alpha / beta) is -7.1 / -7.1 eV. The value obtained for the HOMO-LUMO gap (alpha / beta) is 8.909 / 8.907 eV. As for the net charge: +1. The total energy is -337.4708 hartree.


(2)
ORCA calculation (ωB97M-V/def2-TZVPD) on the ion C2H3N2O2 with charge +1.

```
9
Properties=species:S:1:pos:R:3:forces:R:3:nbo_charge:R:1
C 0.31006 -0.96577 0.05154 1.431 -0.755 -0.764 0.838
C 1.21068 0.22737 -0.02713 0.539 -2.186 0.470 -0.729
N -1.36041 -0.30958 -0.03673 0.289 -1.808 0.025 -0.156
N -2.09764 0.51152 0.00807 1.098 -0.371 -0.127 0.580
O 0.27436 -2.10347 0.00175 0.066 0.926 0.405 -0.287
O -2.78957 1.38568 0.01647 -2.837 2.862 0.153 -0.144
H 0.88254 0.99776 -0.69788 -0.111 0.167 -0.293 0.290
H 1.42531 0.55970 0.97094 -0.335 0.538 0.646 0.302
H 2.14468 -0.30321 -0.28702 -0.141 0.627 -0.516 0.307
```
Forces are in eV/Å.

The HOMO energy comes out at -18.0 eV. As for the spin multiplicity: 1. The lowest unoccupied orbital energy is -5.4 eV. The value obtained for the HOMO-LUMO gap is 12.627 eV. As for the net charge: +1. The total energy is -337.5954 hartree.


Number 1: largest force on an atom 0.08374 Eh/bohr. Number 2: largest force on an atom 0.07842 Eh/bohr.